(1)
ORCA calculation (ωB97M-V/def2-TZVPD) on a molecular structure, C5H15N3NaO.

Frontier orbital gap   6.4 eV
Multiplicity   1
Charge   +1
LUMO energy   -5.16 eV

Last column: natural (NBO) charge in e.
Geometry (Å):
C (1.86988, -1.96688, 0.14175)  -0.640
C (2.41940, -0.68203, -0.46607)  -0.160
N (2.04086, 0.52648, 0.22262)  -0.642
C (1.01267, 1.36578, -0.36118)  0.143
O (0.25003, 1.93728, 0.63827)  -0.526
C (-1.15436, 1.67577, 0.64787)  -0.085
C (-1.50094, 0.27838, 1.17975)  -0.262
N (-2.28891, -0.58595, 0.31515)  -0.469
N (-3.44786, 0.07514, -0.19096)  -0.680
H (2.07430, -1.96912, 1.21111)  0.242
H (0.78659, -2.05768, 0.01760)  0.195
H (2.33735, -2.84872, -0.29641)  0.226
H (3.50798, -0.74890, -0.53570)  0.219
H (2.09897, -0.58523, -1.51156)  0.034
H (1.77775, 0.35151, 1.18315)  0.389
H (1.46312, 2.16755, -0.95542)  0.174
H (0.35845, 0.75934, -1.04118)  0.046
H (-1.55988, 2.44844, 1.29458)  0.217
H (-1.57768, 1.82534, -0.34888)  0.171
H (-0.56787, -0.24609, 1.40194)  0.192
H (-2.03858, 0.36856, 2.12293)  0.214
H (-1.73868, -1.02806, -0.40524)  0.313
H (-4.25540, -0.47449, 0.07228)  0.364
H (-3.44379, 0.14657, -1.19763)  0.339
Na (1.01025, -0.75584, -3.00159)  0.984

=====

(2)
ORCA calculation (ωB97M-V/def2-TZVPD) on a molecular structure, C27H34Cl2FeN5O3.

Frontier orbital gap (spin up / spin down)   7.3 / 7.1 eV
Energy relative to the best compared isomer or geometry (same formula, charge and spin)   21.1 kcal/mol
Multiplicity   6
LUMO energy (spin up / spin down)   -0.99 / -1.15 eV

Last column: Mulliken spin population.
Geometry (Å):
O (1.86535, -1.10366, -2.07970)  0.016
C (2.93324, -0.53261, -2.42384)  0.010
C (3.56243, -0.94498, -3.66764)  0.009
C (3.21159, -2.19275, -4.23410)  0.007
H (2.49062, -2.83451, -3.71901)  0.002
C (3.75401, -2.56831, -5.46130)  -0.002
H (3.49169, -3.53605, -5.88643)  0.000
C (4.66255, -1.72539, -6.11936)  0.003
H (5.11080, -2.03868, -7.06552)  0.000
C (4.98473, -0.47607, -5.57602)  -0.001
H (5.68858, 0.17883, -6.09484)  0.000
C (4.44562, -0.08557, -4.35512)  0.006
H (4.64636, 0.88694, -3.90193)  0.000
H (3.29703, 0.33949, -1.85542)  -0.023
C (3.90097, -0.82433, 0.28583)  0.043
C (2.77478, 0.09044, 0.12783)  0.861
H (4.43974, -0.62741, 1.22969)  0.032
H (4.61028, -0.69015, -0.54901)  0.007
H (3.58806, -1.88509, 0.30768)  0.001
C (2.18519, 0.93293, 0.96757)  -0.184
C (2.68280, 1.25412, 2.35867)  0.066
H (1.27572, 1.47909, 0.70719)  0.047
H (3.78017, 1.18223, 2.42859)  -0.001
H (2.24884, 0.59222, 3.12393)  -0.008
H (2.35854, 2.27200, 2.60974)  -0.002
Fe (0.58297, -0.87994, -0.76403)  3.853
Cl (0.52743, -3.00192, -0.11701)  0.112
Cl (0.09372, 1.17165, -1.79563)  0.107
H (-1.34000, -2.04173, -4.77413)  0.000
H (-1.97801, -4.11986, -3.50736)  0.000
C (-1.13634, -1.60260, -3.78652)  0.001
C (-2.00959, -3.56741, -2.55632)  -0.001
N (-2.05307, -2.13844, -2.80244)  -0.002
H (-1.23520, -0.51700, -3.81825)  0.001
C (-3.03736, -1.37212, -2.25606)  0.002
O (-3.14875, -0.15229, -2.37952)  0.000
H (-2.91095, -3.83998, -1.99299)  -0.001
H (-3.75112, -1.97700, -1.65207)  0.000
H (-0.10538, -1.86136, -3.50765)  0.002
H (-1.12269, -3.81939, -1.95357)  0.002
H (-2.92210, 5.96468, 0.41507)  0.000
H (-2.67240, 5.07882, -1.81242)  0.000
C (-1.92164, 5.62293, 0.70224)  0.000
C (-1.67161, 4.69479, -1.57628)  0.002
N (-1.55556, 4.50265, -0.13773)  -0.001
H (-1.91152, 5.31703, 1.74737)  0.000
C (-0.93246, 3.42630, 0.39134)  -0.004
O (-0.68412, 3.25654, 1.58709)  0.001
H (-1.50565, 3.73641, -2.07911)  0.000
H (-0.67785, 2.66738, -0.38719)  0.004
H (-1.23291, 6.46681, 0.55440)  0.000
H (-0.93285, 5.42703, -1.93947)  0.000
N (-3.55807, -1.66796, 9.35490)  0.000
C (-3.27542, -1.45650, 8.23851)  0.000
C (-2.93202, -1.21086, 6.86224)  0.000
C (-1.60962, -1.36871, 6.42256)  0.000
C (-1.27819, -1.14621, 5.07962)  0.000
C (-2.27975, -0.74582, 4.18180)  -0.001
C (-3.59550, -0.54803, 4.62525)  0.001
C (-3.91861, -0.79676, 5.96136)  0.000
N (-1.95499, -0.49867, 2.83430)  0.000
C (-2.77642, 0.11311, 1.87866)  -0.005
C (-2.06760, 0.15039, 0.71819)  0.003
N (-0.82765, -0.42547, 0.92137)  0.041
C (-0.78049, -0.79649, 2.19852)  -0.007
H (-0.84481, -1.68007, 7.13526)  0.000
H (-0.25340, -1.27401, 4.73646)  0.000
H (-4.37023, -0.22429, 3.92978)  0.000
H (-4.95110, -0.67469, 6.30244)  0.000
H (-3.75387, 0.49831, 2.10206)  0.000
H (-2.36691, 0.54274, -0.24475)  0.000
H (0.04151, -1.31961, 2.68173)  -0.002

=====

(3)
ORCA calculation (ωB97M-V/def2-TZVPD) on a single C5H10N2O molecule.

Structure (SMILES)   CN1C=C[C@H](O)N1C
Frontier orbital gap   8.8 eV
Energy relative to the best compared isomer or geometry (same formula, charge and spin)   90.4 kcal/mol
Multiplicity   1
LUMO energy   0.94 eV

Last column: natural (NBO) charge in e.
Geometry (Å):
C (-0.73832, 0.72418, 1.74519)  -0.418
N (0.09356, 0.33452, 0.58586)  -0.311
C (0.82670, 1.39307, -0.02069)  0.019
C (0.87545, 1.21675, -1.33953)  -0.385
C (0.13383, 0.02781, -1.76940)  0.220
O (-1.11355, 0.31455, -2.46256)  -0.712
N (-0.37757, -0.64800, -0.35031)  -0.297
C (0.33795, -1.85443, -0.04363)  -0.418
H (-0.50785, 0.04878, 2.53187)  0.193
H (-0.60468, 1.79495, 2.20083)  0.207
H (-1.77950, 0.53602, 1.53241)  0.204
H (0.89158, 2.18812, 0.69233)  0.217
H (1.32090, 1.62778, -2.25384)  0.239
H (0.66313, -0.51432, -2.49890)  0.184
H (-1.66199, 0.62214, -1.74440)  0.468
H (-0.13112, -2.65027, -0.71579)  0.203
H (1.41628, -1.75784, -0.29342)  0.180
H (0.24928, -2.22046, 1.04590)  0.207

=====

(4)
ORCA calculation (ωB97M-V/def2-TZVPD) on a molecular structure, C34H27Br5CdN7O3.

Frontier orbital gap   4.8 eV
Energy relative to the best compared isomer or geometry (same formula, charge and spin)   0.0 kcal/mol
Multiplicity   1
Charge   -1
LUMO energy   1.57 eV

Last column: Löwdin charge in e.
Geometry (Å):
Cd (-0.82770, 1.10973, 0.11594)  1.436
Br (-2.41700, -1.49553, 6.58050)  0.667
C (-2.21312, -0.46397, 5.05270)  -0.830
C (-2.19272, 0.94597, 5.26612)  -0.839
Br (-2.84709, 1.58503, 6.87124)  0.669
C (-1.73581, 1.81633, 4.32348)  -0.657
Br (-1.78465, 3.68495, 4.61584)  0.722
C (-1.27710, 1.22974, 3.07233)  -0.433
O (-0.63682, 1.99121, 2.25608)  -0.258
C (-1.79138, -0.12374, 2.75675)  -0.478
O (-1.99491, -0.35692, 1.52840)  -0.206
C (-2.15379, -1.01984, 3.81393)  -0.708
Br (-2.75010, -2.76609, 3.51344)  0.717
N (1.77200, 3.64623, 1.63115)  -0.016
C (1.04697, 4.93732, 1.52066)  -0.258
C (0.72259, 5.32320, 0.07714)  -0.214
C (-0.09327, 4.33836, -0.73529)  -0.255
N (0.47172, 2.94307, -0.81453)  -0.050
H (1.21424, 2.94045, 2.07967)  0.023
H (2.72048, 3.69937, 2.07370)  0.089
H (1.65576, 5.68205, 2.05787)  0.106
H (0.04390, 4.83299, 1.95103)  0.092
H (1.65021, 5.40985, -0.46400)  0.094
H (0.28136, 6.34963, 0.06124)  0.118
H (-0.14093, 4.65832, -1.77006)  0.099
H (-1.12615, 4.20920, -0.44949)  0.075
H (1.38210, 3.02858, -0.32469)  0.054
H (0.67937, 2.72611, -1.78385)  0.057
Br (6.70679, -9.74530, -1.76873)  0.719
C (5.76010, -8.13907, -1.70023)  -0.725
C (5.19150, -7.80107, -0.41062)  -0.122
C (4.55203, -6.56960, -0.26792)  -0.037
C (4.33209, -5.74598, -1.36713)  -0.280
C (4.83602, -6.12177, -2.62109)  -0.034
C (5.51988, -7.31476, -2.81092)  -0.126
N (3.73374, -4.50754, -1.14574)  0.035
N (3.76919, -3.66248, -2.11968)  0.074
C (3.02472, -2.51145, -1.98143)  -0.254
C (2.61757, -1.89786, -3.16113)  -0.043
C (1.62834, -0.93907, -3.21153)  -0.027
C (1.12915, -0.46707, -1.96944)  -0.341
O (0.16893, 0.41627, -1.92646)  -0.224
C (1.64296, -0.94966, -0.70195)  -0.156
N (1.18526, -0.39410, 0.44553)  0.062
C (1.56734, -0.87984, 1.62008)  -0.111
C (2.55081, -1.88309, 1.70309)  -0.038
C (3.14593, -2.35174, 0.53942)  -0.008
C (2.64554, -1.95431, -0.71720)  -0.090
H (5.39262, -8.51698, 0.41280)  0.094
H (4.04168, -6.31019, 0.64400)  0.106
H (4.70438, -5.36589, -3.38479)  0.095
H (5.87410, -7.65033, -3.79398)  0.102
H (3.02017, -2.32836, -4.06665)  0.105
H (1.27399, -0.50735, -4.15761)  0.110
H (1.02063, -0.44142, 2.49484)  0.121
H (2.71917, -2.44167, 2.63490)  0.109
H (3.98557, -3.00394, 0.54321)  0.086
C (-4.43790, 4.76576, 0.97381)  -0.063
C (-5.22780, 4.61218, -0.17669)  -0.085
C (-5.15013, 3.45140, -0.91068)  -0.027
C (-4.15419, 2.46932, -0.56346)  -0.201
N (-3.34296, 2.67532, 0.49621)  0.102
C (-3.58269, 3.72451, 1.31467)  -0.124
C (-4.01770, 1.27290, -1.41507)  -0.244
C (-5.14193, 0.68051, -1.96064)  -0.014
C (-4.97410, -0.45968, -2.76783)  -0.055
C (-3.70572, -0.73327, -3.22725)  -0.064
C (-2.63644, -0.08580, -2.60881)  -0.108
N (-2.80233, 0.74273, -1.57001)  0.087
H (-4.58354, 5.61747, 1.63328)  0.101
H (-5.91442, 5.39433, -0.53101)  0.108
H (-5.70245, 3.26289, -1.83129)  0.104
H (-3.01568, 3.67830, 2.31276)  0.057
H (-6.12117, 1.02310, -1.76672)  0.097
H (-5.74734, -1.14041, -3.11615)  0.108
H (-3.51314, -1.51740, -3.95568)  0.106
H (-1.62673, -0.31012, -2.96032)  0.096

=====

no.,largest force on an atom (eV/A)
1,0.68
2,4.83
3,4.31
4,3.16